Model w:
Below is 4 unconnected molecules or ions with the total composition H8O4, with properties calculated with ωB97M-V/def2-TZVPD.

As for the SMILES: O.O.O.O.

```
! wB97M-V def2-TZVPD RIJCOSX def2/J DEFGRID3
* xyz 0 1
O 1.771 0.451 -1.334
H 1.120 0.010 -1.902
H 2.592 0.685 -1.778
O 0.690 1.336 2.398
H 1.638 1.273 2.502
H 0.518 0.640 1.768
O -2.700 -0.666 -1.445
H -3.614 -0.827 -1.231
H -2.392 -0.136 -0.681
O 0.085 -0.567 0.725
H -0.531 -1.297 0.838
H 0.823 -0.901 0.139
*
```

Atomic partial charges in e from the natural (NBO) method, atoms 1 to 4:
1 O -0.97
2 H 0.49
3 H 0.49
4 O -0.96


Model x:
Below is 4 unconnected molecules or ions with the total composition H8O4, with properties calculated with ωB97M-V/def2-TZVPD.

As for the SMILES: O.O.O.O.

```
! wB97M-V def2-TZVPD RIJCOSX def2/J DEFGRID3
* xyz 0 1
O -1.201 -0.968 -0.290
H -1.154 -1.857 0.078
H -0.316 -0.811 -0.638
O -2.700 0.717 0.124
H -2.956 1.495 -0.384
H -2.622 1.042 1.028
O 1.772 -2.353 0.206
H 1.204 -1.606 0.428
H 2.254 -2.057 -0.575
O 2.098 2.573 -0.051
H 1.751 2.236 0.783
H 2.087 1.807 -0.636
*
```

Atomic partial charges in e from the natural (NBO) method, atoms 1 to 4:
1 O -0.91
2 H 0.47
3 H 0.45
4 O -0.92


On energetic grounds, model w is preferred over the next structure by 0.0267 hartree.


Model w:
Below is a molecular structure, H8O4, with properties calculated with ωB97M-V/def2-TZVPD.

```
! wB97M-V def2-TZVPD RIJCOSX def2/J DEFGRID3
* xyz 0 1
O 8.438 6.456 20.060
H 8.324 7.343 20.401
H 7.962 5.899 20.676
O 8.505 8.473 20.827
H 7.970 9.089 21.328
H 9.294 8.966 20.604
O 10.285 5.569 19.467
H 10.287 4.970 20.214
H 9.504 6.108 19.594
O 6.508 8.367 19.521
H 6.920 7.785 18.883
H 7.226 8.651 20.087
*
```

Atomic partial charges in e from the natural (NBO) method, atoms 1 to 4:
1 O -0.92
2 H 0.45
3 H 0.48
4 O -0.87


Model x:
Below is 4 unconnected molecules or ions with the total composition H8O4, with properties calculated with ωB97M-V/def2-TZVPD.

As for the SMILES: O.O.O.O.

```
! wB97M-V def2-TZVPD RIJCOSX def2/J DEFGRID3
* xyz 0 1
O -20.345 -2.933 25.531
H -20.940 -3.533 25.055
H -20.625 -2.094 25.201
O -20.966 -2.728 28.288
H -20.321 -2.068 28.573
H -20.916 -2.694 27.328
O -19.270 -0.358 27.474
H -19.833 -0.393 26.722
H -18.362 -0.159 27.277
O -18.589 -4.036 27.889
H -19.396 -3.579 28.054
H -18.292 -3.772 27.030
*
```

Atomic partial charges in e from the natural (NBO) method, atoms 1 to 4:
1 O -0.94
2 H 0.49
3 H 0.47
4 O -0.96


On energetic grounds, model x is preferred over the next structure by 0.1059 hartree.